(1)
20
Properties=species:S:1:pos:R:3 method="wB97M-V/def2-TZVPD" max_force_ev_per_a=4.791 charge=0 e_lumo_ev=-0.399 spin_multiplicity=1 orbital_gap_ev=8.371 molar_mass_g_mol=119.2 e_homo_ev=-8.770
C 0.014 1.019 -1.141
C -0.588 1.466 0.200
C -1.235 0.376 1.113
S -2.186 -0.894 0.255
C 0.988 -0.147 -0.924
N 2.070 0.165 0.000
C 2.896 -0.993 0.329
H 0.489 1.818 -1.718
H -0.815 0.622 -1.738
H -1.333 2.244 -0.042
H 0.114 1.970 0.875
H -0.418 -0.079 1.687
H -1.792 0.991 1.826
H -2.664 0.691 -0.643
H 0.403 -0.993 -0.560
H 1.423 -0.407 -1.905
H 2.665 0.849 -0.446
H 2.279 -1.858 0.599
H 3.488 -0.715 1.209
H 3.596 -1.316 -0.446



(2)
12
Properties=species:S:1:pos:R:3 method="wB97M-V/def2-TZVPD" max_force_ev_per_a=6.757 charge=0 e_lumo_ev=0.574 spin_multiplicity=1 orbital_gap_ev=10.105 molar_mass_g_mol=112.1 e_homo_ev=-9.531
H 0.834 -1.956 0.231
N 1.347 -2.141 -0.573
C 1.237 -1.125 -1.286
N 0.461 -0.014 -1.116
C -0.382 0.573 -0.148
N -1.375 1.511 -0.161
N -1.633 1.742 1.140
C -1.222 0.738 1.796
O -0.362 -0.099 1.082
H 1.773 -0.858 -2.199
H 0.633 0.915 -1.561
H -1.310 0.712 2.796



(3)
33
Properties=species:S:1:pos:R:3 method="wB97M-V/def2-TZVPD" max_force_ev_per_a=3.370 charge=-2 e_lumo_ev="4.087 / 4.087" spin_multiplicity=5 orbital_gap_ev="6.073 / 6.468" molar_mass_g_mol=488.3 e_homo_ev="-1.986 / -2.381"
Cr -0.133 0.683 -2.630
S -1.757 -0.692 -3.745
C -3.004 -0.874 -2.534
C -4.221 -1.408 -2.892
C -5.132 -1.713 -1.946
C -6.394 -2.364 -2.278
N -7.317 -2.855 -2.806
C -4.749 -1.553 -0.557
C -3.493 -1.143 -0.179
C -2.618 -0.740 -1.154
S -1.121 -0.157 -0.544
C -5.727 -1.967 0.400
N -6.597 -2.435 1.027
H -4.478 -1.482 -3.935
H -3.247 -1.117 0.906
N 4.207 -1.432 5.877
C 4.021 -0.808 4.915
C 3.933 -0.046 3.745
C 2.757 0.066 2.978
C 2.771 0.810 1.776
C 3.909 1.561 1.484
C 5.053 1.507 2.213
C 5.079 0.699 3.375
H 1.889 -0.530 3.334
H 1.881 0.817 1.144
H 3.847 2.170 0.596
H 5.887 2.168 2.084
H 5.889 0.612 4.052
O 1.095 2.024 -1.509
Se 1.812 2.487 -2.943
O 3.379 2.067 -2.963
O 0.913 1.591 -4.026
O 1.667 4.050 -3.263



(4)
93
Properties=species:S:1:pos:R:3 method="wB97M-V/def2-TZVPD" max_force_ev_per_a=1.259 charge=0 e_lumo_ev=-0.014 spin_multiplicity=1 orbital_gap_ev=7.746 molar_mass_g_mol=699.7 e_homo_ev=-7.760
C 0.725 -2.432 3.659
P 0.353 -1.287 2.290
C -0.104 0.443 2.585
P -1.929 -2.003 2.199
S -2.423 -2.145 0.297
P 2.572 -0.704 2.005
N 2.799 0.504 1.053
O 3.339 -0.498 3.418
O 3.326 -2.013 1.439
H 1.788 -2.681 3.648
H 0.487 -1.953 4.610
H 0.175 -3.363 3.547
H 0.365 -1.778 0.971
H 0.490 0.890 3.382
H 0.028 1.030 1.678
H -1.155 0.512 2.865
H -2.085 -3.252 2.831
H -2.799 -1.194 2.962
H 1.927 0.898 0.729
H 2.791 -0.734 4.172
H 2.886 -2.206 0.601
C 2.477 0.797 -3.546
C 1.653 0.875 -2.357
N 1.071 0.933 -1.370
H 3.355 1.434 -3.454
H 2.818 -0.223 -3.711
H 1.923 1.113 -4.428
C 3.368 3.286 4.083
C 1.925 3.460 4.118
N 0.784 3.587 4.145
H 3.814 3.626 5.015
H 3.608 2.233 3.932
H 3.807 3.850 3.261
C -1.408 6.243 5.266
C -1.828 7.636 5.295
N -2.149 8.737 5.317
H -0.643 6.088 4.507
H -0.998 5.948 6.230
H -2.248 5.592 5.042
C -0.031 4.142 -1.316
C 0.459 4.182 -2.684
N 0.856 4.213 -3.761
H 0.754 4.433 -0.620
H -0.880 4.808 -1.175
H -0.334 3.123 -1.077
C -1.350 2.657 7.146
C -2.535 3.466 6.898
N -3.459 4.114 6.692
H -1.080 2.107 6.246
H -0.512 3.295 7.421
H -1.536 1.952 7.953
C -1.417 0.821 -5.419
C -1.070 -0.575 -5.199
N -0.759 -1.665 -5.012
H -0.947 1.190 -6.329
H -2.493 0.943 -5.518
H -1.074 1.426 -4.580
C 0.984 -5.071 6.953
C 0.602 -3.668 6.887
N 0.298 -2.563 6.834
H 1.789 -5.274 6.249
H 1.325 -5.319 7.957
H 0.133 -5.703 6.705
C 1.295 -4.618 -1.907
C 1.395 -4.433 -0.467
N 1.474 -4.260 0.666
H 1.268 -5.679 -2.149
H 0.386 -4.146 -2.278
H 2.151 -4.166 -2.406
C -5.391 2.115 -4.242
C -4.794 2.247 -5.560
N -4.298 2.353 -6.591
H -4.677 2.412 -3.474
H -6.273 2.746 -4.156
H -5.645 1.068 -4.081
C -3.863 -3.442 -4.337
C -4.283 -2.052 -4.337
N -4.643 -0.963 -4.372
H -3.044 -3.595 -5.039
H -3.520 -3.740 -3.347
H -4.689 -4.089 -4.627
C -1.735 -3.171 -8.609
C -1.897 -4.448 -7.932
N -2.035 -5.452 -7.394
H -1.950 -3.271 -9.671
H -2.406 -2.427 -8.181
H -0.712 -2.817 -8.494
C 6.118 -0.597 -2.254
C 5.494 -1.032 -3.496
N 4.983 -1.364 -4.469
H 5.947 0.467 -2.101
H 5.692 -1.137 -1.409
H 7.190 -0.781 -2.287



(5)
51
Properties=species:S:1:pos:R:3 method="wB97M-V/def2-TZVPD" max_force_ev_per_a=2.336 charge=-2 e_lumo_ev="3.708 / 3.740" spin_multiplicity=2 orbital_gap_ev="3.845 / 4.083" molar_mass_g_mol=974.7 e_homo_ev="-0.136 / -0.343"
Ti -0.010 0.358 -0.290
N -3.942 -1.031 1.341
C -3.058 -0.364 0.566
N -1.853 -0.753 0.359
C -1.391 -1.890 1.066
N -0.279 -2.424 0.718
N 0.423 -1.593 -0.135
C 1.405 -2.122 -0.944
C 1.846 -1.288 -1.954
C 2.774 -1.662 -2.976
C 3.002 -0.824 -4.017
C 2.340 0.441 -4.071
C 1.510 0.784 -3.044
N 1.239 -0.032 -1.991
C -2.200 -2.455 2.145
C -1.711 -3.353 3.088
C -2.525 -3.806 4.113
C -3.834 -3.338 4.222
C -4.323 -2.423 3.308
C -3.500 -1.981 2.275
H -4.757 -0.501 1.590
H -3.415 0.515 0.054
H 1.684 -3.164 -0.867
H 3.273 -2.621 -2.901
H 3.687 -1.116 -4.806
H 2.455 1.125 -4.904
H 1.016 1.746 -3.057
H -0.675 -3.660 3.008
H -2.129 -4.492 4.855
H -4.466 -3.663 5.045
H -5.327 -2.020 3.408
S -0.366 3.077 -5.183
Sb -2.248 2.286 -4.196
S -1.539 1.688 -1.631
S -1.758 0.092 -2.996
Se -0.889 2.044 1.519
Se -2.918 2.027 2.609
Te 0.293 0.097 4.907
Se 0.346 0.268 2.390
N 2.575 5.017 -0.989
C 2.646 3.726 -0.495
C 1.487 2.926 -0.454
N 1.537 1.668 -0.055
C 2.741 1.200 0.332
C 3.844 2.012 0.301
N 3.819 3.287 -0.113
H 1.679 5.470 -0.964
H 3.363 5.591 -0.747
H 0.539 3.316 -0.759
H 2.791 0.191 0.684
H 4.801 1.626 0.632



(6)
21
Properties=species:S:1:pos:R:3 method="wB97M-V/def2-TZVPD" max_force_ev_per_a=4.842 charge=0 e_lumo_ev=0.475 spin_multiplicity=1 orbital_gap_ev=9.962 molar_mass_g_mol=269.0 e_homo_ev=-9.487
C -1.731 -1.014 3.020
C 1.216 0.168 -0.376
C 0.681 1.227 0.621
C 0.694 -1.227 -0.101
C -0.773 1.178 0.346
C -0.926 -1.251 -0.169
C -1.368 -0.222 0.767
N -1.034 -0.440 2.115
Br -0.890 -1.538 4.585
Br -3.606 -1.259 2.954
H 0.898 0.439 -1.425
H 2.415 0.280 -0.235
H 1.059 0.923 1.531
H 1.106 2.190 0.327
H 0.923 -1.989 -0.950
H 1.040 -1.625 0.858
H -1.298 2.009 0.851
H -0.827 1.239 -0.727
H -1.279 -0.912 -1.177
H -1.443 -2.214 0.156
H -2.488 -0.153 0.817



(7)
13
Properties=species:S:1:pos:R:3 method="wB97M-V/def2-TZVPD" smiles="C=NC[NH2+]N" max_force_ev_per_a=5.948 charge=+1 e_lumo_ev=-3.579 spin_multiplicity=1 orbital_gap_ev=10.797 molar_mass_g_mol=74.1 e_homo_ev=-14.376
C 2.064 0.485 -0.067
N 0.967 0.207 0.491
C 0.189 -0.940 0.175
N -1.258 -0.363 0.066
N -1.397 1.053 0.006
H 2.746 1.232 0.104
H 2.297 -0.274 -0.813
H 0.131 -1.586 0.939
H 0.279 -1.477 -0.868
H -1.624 -0.682 -0.836
H -1.703 -0.631 0.841
H -1.303 1.470 0.866
H -1.388 1.504 -0.904



(8)
113
Properties=species:S:1:pos:R:3 method="wB97M-V/def2-TZVPD" max_force_ev_per_a=1.896 charge=+3 e_lumo_ev="-10.831 / -10.830" spin_multiplicity=1 orbital_gap_ev="3.528 / 3.529" molar_mass_g_mol=1150.4 e_homo_ev="-14.358 / -14.359"
Os 1.069 0.034 0.769
C 0.447 0.827 5.062
C 1.706 0.609 5.590
C 2.736 0.238 4.738
C 2.466 0.063 3.400
N 1.227 0.185 2.895
C 0.243 0.602 3.713
C 3.471 -0.241 2.383
C 4.813 -0.389 2.657
C 5.694 -0.698 1.634
C 5.206 -0.872 0.350
C 3.865 -0.683 0.121
N 3.013 -0.343 1.104
H -0.379 1.159 5.676
H 1.895 0.744 6.649
H 3.736 0.100 5.124
H -0.723 0.771 3.263
H 5.178 -0.263 3.666
H 6.753 -0.798 1.840
H 5.854 -1.143 -0.474
H 3.450 -0.783 -0.864
C -1.524 -4.697 -4.365
C -1.744 -3.408 -3.568
C -3.097 -2.782 -3.962
C -0.651 -2.378 -3.867
C -0.195 -2.104 -5.153
C 0.686 -1.058 -5.409
C 1.136 -0.252 -4.377
C 0.734 -0.529 -3.072
P 1.101 0.528 -1.628
C -0.224 1.740 -1.883
C -0.149 2.760 -2.829
C -1.256 3.571 -3.055
C -2.438 3.354 -2.355
C -2.518 2.324 -1.424
C -1.410 1.527 -1.188
C 2.691 1.307 -2.065
C 3.658 0.590 -2.778
C 4.900 1.153 -3.039
C 5.202 2.426 -2.570
C 4.261 3.130 -1.832
C 3.016 2.570 -1.582
C -0.150 -1.572 -2.867
O -0.510 -1.717 -1.554
C -1.199 -2.825 -1.166
C -1.235 -3.001 0.202
C -1.914 -4.102 0.727
C -2.517 -4.990 -0.142
C -2.446 -4.786 -1.518
C -1.781 -3.696 -2.067
P -0.265 -1.949 1.326
C -1.377 -1.732 2.722
C -0.983 -1.855 4.055
C -1.917 -1.711 5.069
C -3.238 -1.408 4.765
C -3.631 -1.246 3.441
C -2.706 -1.409 2.420
C 1.063 -3.128 1.733
C 2.111 -3.201 0.814
C 3.146 -4.104 0.992
C 3.139 -4.955 2.090
C 2.079 -4.920 2.985
C 1.036 -4.018 2.807
H -1.495 -4.493 -5.435
H -2.343 -5.398 -4.206
H -0.589 -5.182 -4.081
H -3.115 -2.559 -5.031
H -3.271 -1.853 -3.415
H -3.913 -3.473 -3.739
H -0.549 -2.699 -5.986
H 1.011 -0.864 -6.423
H 1.789 0.583 -4.598
H 0.762 2.918 -3.394
H -1.202 4.358 -3.799
H -3.305 3.974 -2.551
H -3.446 2.135 -0.901
H -1.480 0.709 -0.469
H 3.442 -0.408 -3.143
H 5.629 0.600 -3.618
H 6.167 2.868 -2.784
H 4.498 4.116 -1.449
H 2.287 3.120 -1.013
H -1.961 -4.271 1.797
H -3.040 -5.852 0.250
H -2.928 -5.503 -2.172
H 0.046 -2.071 4.309
H -1.613 -1.841 6.101
H -3.966 -1.303 5.560
H -4.661 -1.012 3.203
H -3.024 -1.313 1.388
H 2.086 -2.583 -0.076
H 3.950 -4.160 0.268
H 3.946 -5.662 2.235
H 2.055 -5.605 3.823
H 0.203 -4.038 3.494
S -1.059 7.049 -1.455
C -0.776 5.777 -0.446
S 0.712 4.929 -0.373
C -0.011 3.747 0.661
N -1.257 4.030 0.989
N -1.668 5.154 0.406
C -2.994 5.608 0.685
C -3.996 4.658 0.888
C -5.291 5.088 1.080
C -5.584 6.452 1.096
C -4.570 7.387 0.953
C -3.262 6.971 0.762
S 0.865 2.447 1.384
H -3.750 3.608 0.866
H -6.083 4.362 1.208
H -6.604 6.782 1.239
H -4.787 8.444 1.022
H -2.463 7.698 0.755